Molecular formula: C28H18N2
Method: DFT, ωB97M-V/def2-TZVPD

Values from the calculation:
Energy above the lowest of the compared OMol25 structures with the same formula, charge and spin   235.0 kJ/mol
Spin multiplicity   1
Max |F|   0.043 Eh/bohr
Calculated total energy   -1187.21999 Ha

Bonds (Å) are listed after each position.
Atoms and positions in Å:
1 C -0.569 0.053 1.309  C2 1.442, C8 1.442, C15 1.446
2 C -2.005 -0.026 1.422  C1 1.442, C3 1.411, C7 1.417
3 C -2.819 1.016 0.929  C2 1.411, C4 1.390, H20 1.087
4 C -4.201 0.977 1.078  C3 1.390, C5 1.400, H21 1.090
5 C -4.809 -0.090 1.750  C4 1.400, C6 1.402, H22 1.092
6 C -4.013 -1.124 2.264  C5 1.402, C7 1.393, H23 1.090
7 C -2.630 -1.103 2.098  C2 1.417, C6 1.393, H24 1.091
8 C 0.328 -1.075 1.294  C1 1.442, C9 1.437, C13 1.392
9 C 1.669 -0.588 1.474  C8 1.437, C10 1.386, C14 1.455
10 C 2.728 -1.470 1.617  C9 1.386, C11 1.402, H25 1.088
11 C 2.475 -2.846 1.511  C10 1.402, C12 1.406, H26 1.089
12 C 1.176 -3.321 1.256  C11 1.406, C13 1.396, H27 1.088
13 C 0.099 -2.440 1.146  C8 1.392, C12 1.396, H28 1.087
14 C 1.608 0.864 1.537  C9 1.455, C15 1.440, C19 1.386
15 C 0.227 1.255 1.411  C1 1.446, C14 1.440, C16 1.394
16 C -0.114 2.601 1.536  C15 1.394, C17 1.398, H29 1.082
17 C 0.899 3.547 1.720  C16 1.398, C18 1.404, H30 1.088
18 C 2.241 3.157 1.846  C17 1.404, C19 1.401, H31 1.089
19 C 2.600 1.804 1.765  C14 1.386, C18 1.401, H32 1.087
20 H -2.355 1.841 0.393  C3 1.087
21 H -4.791 1.794 0.663  C4 1.090
22 H -5.893 -0.109 1.878  C5 1.092
23 H -4.471 -1.955 2.801  C6 1.090
24 H -2.010 -1.890 2.528  C7 1.091
25 H 3.719 -1.066 1.812  C10 1.088
26 H 3.289 -3.560 1.623  C11 1.089
27 H 1.002 -4.390 1.151  C12 1.088
28 H -0.910 -2.780 0.929  C13 1.087
29 H -1.154 2.899 1.503  C16 1.082
30 H 0.632 4.600 1.775  C17 1.088
31 H 3.004 3.917 2.008  C18 1.089
32 H 3.626 1.461 1.875  C19 1.087
33 C -0.997 -0.166 -2.337  C34 1.406, C36 1.448, C42 1.401
34 C -1.663 -1.384 -2.117  C33 1.406, N35 1.175
35 N -2.219 -2.405 -1.943  C34 1.175
36 C 0.325 -0.136 -2.928  C33 1.448, C37 1.423, C41 1.421
37 C 0.931 1.098 -3.298  C36 1.423, C38 1.394, H44 1.094
38 C 2.226 1.118 -3.813  C37 1.394, C39 1.400, H45 1.091
39 C 2.946 -0.071 -3.984  C38 1.400, C40 1.401, H46 1.094
40 C 2.347 -1.293 -3.650  C39 1.401, C41 1.393, H47 1.091
41 C 1.049 -1.339 -3.146  C36 1.421, C40 1.393, H48 1.095
42 C -1.712 1.030 -2.194  C33 1.401, N43 1.177
43 N -2.268 2.064 -2.114  C42 1.177
44 H 0.362 2.027 -3.187  C37 1.094
45 H 2.672 2.074 -4.091  C38 1.091
46 H 3.961 -0.046 -4.390  C39 1.094
47 H 2.892 -2.227 -3.793  C40 1.091
48 H 0.571 -2.297 -2.919  C41 1.095